# 1
{
  "formula": "C8H32FN16O8Zn",
  "method": "wB97M-V/def2-TZVPD",
  "relative_energy_kj_mol": 0.0,
  "lumo_energy_ha": -0.0887,
  "energy_ev": -100177.9223,
  "total_charge": 1,
  "orbital_gap_ha": 0.3237,
  "elements": ["Zn", "F", "C", "O", "N", "N", "H", "H", "H", "H", "C", "O", "N", "N", "H", "H", "H", "H", "C", "O", "N", "N", "H", "H", "H", "H", "C", "O", "N", "N", "H", "H", "H", "H", "C", "O", "N", "N", "H", "H", "H", "H", "C", "O", "N", "N", "H", "H", "H", "H", "C", "O", "N", "N", "H", "H", "H", "H", "C", "O", "N", "N", "H", "H", "H", "H"],
  "xyz": [[0.5019, 1.6700, -0.6435], [-0.1950, -0.0454, 0.0629], [-2.3552, 3.1659, -0.4648], [-1.2550, 2.6022, -0.5680], [-3.3690, 2.9296, -1.3830], [-2.5685, 4.1807, 0.4731], [-4.1845, 3.4979, -1.3526], [-3.2282, 2.2017, -2.0519], [-3.5317, 4.4274, 0.5681], [-1.9074, 4.3912, 1.1889], [0.3923, 0.9325, -3.8300], [0.1561, 1.1502, -2.6167], [1.5947, 0.4116, -4.2923], [-0.6487, 1.0873, -4.7493], [1.6112, 0.0676, -5.2243], [2.1435, 0.0534, -3.5041], [-0.5197, 0.9686, -5.7323], [-1.5414, 1.4119, -4.4399], [1.1507, 2.1215, 2.4596], [1.0381, 2.3175, 1.2283], [0.5325, 1.0828, 3.1200], [1.8209, 3.0332, 3.2707], [0.4654, 1.0220, 4.1121], [0.0301, 0.3735, 2.5959], [2.0474, 2.8559, 4.2235], [2.2508, 3.8218, 2.8228], [1.1116, -2.3133, 2.5315], [0.0583, -2.0212, 3.1013], [1.5887, -1.7244, 1.3525], [1.8483, -3.4138, 2.9870], [1.0263, -1.0050, 0.8386], [2.2598, -2.1935, 0.7872], [2.7529, -3.6985, 2.6798], [1.5094, -3.9254, 3.7831], [3.5965, 1.1192, -0.8373], [2.3942, 0.9722, -1.1314], [4.2862, 0.0874, -0.2470], [4.2497, 2.3212, -0.9577], [5.2279, 0.2484, 0.0447], [3.8181, -0.7595, -0.0344], [3.7532, 3.0503, -1.4424], [5.2144, 2.4919, -0.7679], [-3.6218, 0.4215, 3.0216], [-4.2984, 0.8281, 3.9842], [-2.3341, 0.9793, 2.7781], [-4.0567, -0.4926, 2.0517], [-1.6107, 0.4392, 2.3274], [-1.9902, 1.7732, 3.2678], [-4.9884, -0.8596, 2.0808], [-3.3537, -0.9910, 1.5273], [-2.8088, -2.8672, 0.0857], [-3.4693, -3.8799, 0.3045], [-2.9090, -2.2046, -1.1585], [-1.8836, -2.3588, 0.9980], [-2.3202, -1.4360, -1.4236], [-3.8346, -2.2569, -1.5498], [-1.6666, -2.7293, 1.9078], [-1.3552, -1.5374, 0.7087], [1.7528, -2.6279, -2.5383], [2.6192, -1.8484, -2.8464], [0.6421, -2.2700, -1.7953], [1.7936, -3.9597, -2.9661], [-0.0192, -2.9180, -1.4175], [0.6478, -1.3223, -1.4441], [2.6584, -4.2079, -3.4150], [1.2804, -4.6422, -2.4496]]
}

***

# 2
{
  "formula": "C8H32FeO16S2",
  "method": "wB97M-V/def2-TZVPD",
  "relative_energy_kj_mol": 161.8,
  "s_squared": 8.77,
  "lumo_energy_ha": [0.0794, 0.0191],
  "energy_ev": -97629.8089,
  "total_charge": -1,
  "orbital_gap_ha": [0.3074, 0.2283],
  "spin_multiplicity": 6,
  "elements": ["Fe", "S", "O", "O", "O", "O", "S", "O", "O", "O", "O", "C", "O", "H", "H", "H", "H", "C", "O", "H", "H", "H", "H", "C", "O", "H", "H", "H", "H", "C", "O", "H", "H", "H", "H", "C", "O", "H", "H", "H", "H", "C", "O", "H", "H", "H", "H", "C", "O", "H", "H", "H", "H", "C", "O", "H", "H", "H", "H"],
  "xyz": [[-0.3138, 1.6523, -1.6727], [0.7284, -0.3971, -0.3622], [0.7261, 0.0523, -1.7642], [0.0012, 0.7976, -0.0213], [-0.0816, -1.5797, -0.2754], [2.0105, -0.3808, 0.3273], [-1.8981, 4.3984, -0.8328], [-2.4981, 4.7223, 0.4734], [-2.7579, 4.6522, -2.0226], [-1.0196, 5.3444, -1.4332], [-1.3185, 3.0372, -0.9381], [-1.4478, -4.6677, 0.3202], [-0.2833, -4.2907, 0.9567], [-2.2369, -4.0216, 0.7047], [-1.4008, -4.5102, -0.7574], [-1.6169, -5.7347, 0.4656], [-0.0029, -3.4618, 0.5620], [-1.0827, 2.8710, 3.1889], [-0.7183, 4.1275, 2.5460], [-0.7555, 2.8035, 4.2264], [-2.1567, 2.7789, 3.3501], [-0.7739, 1.9974, 2.6148], [-1.3948, 4.3441, 1.9003], [4.0962, -2.1826, -0.8496], [4.0473, -0.8465, -1.2240], [3.1622, -2.7347, -0.7441], [4.7844, -2.6609, -1.5465], [4.5004, -2.1250, 0.1610], [3.2785, -0.4806, -0.7804], [-2.2584, -0.5251, -2.5737], [-2.0341, 0.7640, -2.0255], [-1.5154, -1.2473, -2.2352], [-3.2206, -0.9045, -2.2299], [-2.3222, -0.4696, -3.6604], [-2.9217, 1.1264, -1.9752], [1.4142, -2.6870, -3.4803], [0.2943, -2.9505, -2.6293], [2.2242, -2.4222, -2.8007], [1.7144, -3.5501, -4.0745], [1.1892, -1.8107, -4.0883], [0.0912, -2.2122, -2.0503], [1.7828, 3.1734, -0.1412], [1.3283, 2.8416, -1.4776], [2.3007, 2.3905, 0.4129], [2.4281, 4.0353, 0.0285], [0.9623, 3.2323, 0.5739], [2.1683, 2.8636, -1.9418], [1.6598, 0.2731, 3.5837], [2.5394, 0.8680, 2.6903], [1.9358, -0.6154, 4.1515], [1.4717, 1.0383, 4.3368], [0.8073, 0.0243, 2.9517], [2.4070, 0.4615, 1.8308], [-3.3493, -1.0305, 1.7379], [-2.1334, -1.7072, 2.2051], [-3.1490, 0.0269, 1.5651], [-3.6820, -1.4389, 0.7836], [-4.0571, -1.1414, 2.5594], [-1.6526, -1.9107, 1.3995]]
}

***

# 3
{
  "formula": "C8H32N16O12S",
  "method": "wB97M-V/def2-TZVPD",
  "s_squared": 0.76,
  "lumo_energy_ha": [0.0549, -0.1688],
  "energy_ev": -68065.3652,
  "total_charge": -1,
  "orbital_gap_ha": [0.3245, 0.1007],
  "spin_multiplicity": 2,
  "elements": ["S", "O", "O", "O", "O", "C", "O", "N", "N", "H", "H", "H", "H", "C", "O", "N", "N", "H", "H", "H", "H", "C", "O", "N", "N", "H", "H", "H", "H", "C", "O", "N", "N", "H", "H", "H", "H", "C", "O", "N", "N", "H", "H", "H", "H", "C", "O", "N", "N", "H", "H", "H", "H", "C", "O", "N", "N", "H", "H", "H", "H", "C", "O", "N", "N", "H", "H", "H", "H"],
  "xyz": [[0.0401, -0.3406, -0.0515], [0.8283, -1.3231, 0.6840], [0.9213, 0.7910, -0.2656], [-0.3314, -0.7882, -1.3357], [-1.1553, 0.0247, 0.6726], [1.7915, -4.0037, -0.7513], [2.0259, -5.1593, -0.9172], [1.4577, -3.0856, -1.5935], [2.0991, -3.4476, 0.3867], [1.3349, -3.3885, -2.5492], [0.9159, -2.3166, -1.2258], [1.8322, -2.4915, 0.5730], [2.0392, -4.0423, 1.2008], [3.8718, 2.5644, 0.1780], [4.8287, 3.2524, 0.2500], [3.8472, 1.4317, -0.3289], [2.8530, 2.7440, 0.9483], [4.5011, 1.2616, -1.0796], [2.9081, 1.1436, -0.5637], [2.7962, 3.5312, 1.5786], [2.0884, 2.0842, 0.9426], [1.7379, 0.5121, -3.7019], [2.1171, 0.8143, -4.8594], [1.5586, 1.4132, -2.8587], [1.4509, -0.6577, -3.4015], [1.4998, 1.1747, -1.8790], [1.9230, 2.3144, -3.1327], [1.7507, -1.3653, -4.0569], [0.9574, -0.6883, -2.5208], [-1.5947, 3.5353, -0.1941], [-1.9336, 4.7028, -0.1359], [-1.8272, 2.5590, 0.6676], [-0.9960, 3.0222, -1.1840], [-2.5600, 2.7762, 1.3279], [-1.3383, 1.6757, 0.6377], [-0.7543, 3.6527, -1.9352], [-0.6529, 2.0780, -1.0800], [2.0956, 0.4148, 3.2868], [2.6803, 0.8470, 4.2717], [2.6512, -0.3344, 2.4194], [0.7807, 0.3572, 3.2426], [3.6466, -0.1713, 2.3688], [2.2185, -0.6681, 1.5700], [0.3425, 0.0196, 2.3976], [0.2263, 0.8580, 3.9222], [-2.6016, -0.6216, -3.5544], [-3.4595, -0.4441, -4.3758], [-1.6631, -1.5874, -3.5932], [-2.6709, 0.1099, -2.4239], [-1.6197, -2.2102, -4.3872], [-0.9526, -1.5516, -2.8762], [-1.8446, -0.0234, -1.8585], [-3.3339, 0.8127, -2.1295], [-0.9402, -2.4587, 3.5730], [-1.2055, -2.7853, 4.6874], [-1.5750, -1.5164, 2.9292], [0.0826, -2.7939, 2.8434], [-1.1119, -1.0224, 2.1798], [-2.3757, -1.1029, 3.3853], [0.8160, -3.0256, 3.4980], [0.1683, -2.2206, 2.0163], [-4.6604, 0.6627, 1.1817], [-5.7813, 0.6295, 1.6001], [-4.3360, 0.6690, -0.0674], [-3.6131, 0.6571, 1.9165], [-5.0567, 0.9744, -0.7057], [-3.3380, 0.7677, -0.1866], [-2.7387, 0.3450, 1.5189], [-3.6622, 0.4519, 2.9042]]
}